[1]
7
Properties=species:S:1:pos:R:3:forces:R:3:mulliken_charge:R:1 method="wB97M-V/def2-TZVPD" energy_ev=-7231.76171
C -0.0223 -0.5558 -0.0292 2.5189 -2.7806 -1.4147 -0.197
C -2.4457 0.0872 0.0785 3.8650 -0.1638 1.1605 0.148
C 1.1413 0.2732 0.0320 -2.6401 3.9293 1.2833 0.144
O 2.3432 0.4446 -0.1652 -1.7776 -1.8644 -0.0884 -0.516
O -1.2530 0.0042 0.2563 -4.1814 1.1209 -1.2170 0.042
H -0.2450 -1.4720 -0.5778 0.4223 0.1193 0.3555 0.288
H 0.4816 1.2186 0.4054 1.7929 -0.3607 -0.0792 0.091

***

[2]
24
Properties=species:S:1:pos:R:3:forces:R:3:mulliken_charge:R:1 method="wB97M-V/def2-TZVPD" energy_ev=-16912.76788 charge=+1 multiplicity=3
C 0.4176 -3.0325 -0.8810 -1.5245 -3.9595 -2.5372 -0.076
C 0.9731 0.3434 0.7961 0.3013 -0.8763 -1.4828 0.597
C -2.9827 3.7485 -0.4648 -0.3238 -0.1262 0.3200 0.646
C 0.7085 2.6390 1.3218 1.0780 0.8012 0.9620 -1.116
C -1.2726 -0.6665 -1.0498 -0.0308 -4.4532 -1.4634 -1.022
N 0.3682 1.4715 0.5264 1.3836 0.6475 1.2420 -0.045
N 0.7042 -1.8393 -0.4916 2.3732 7.5393 1.8468 0.024
N 0.1181 -0.6646 -0.6868 1.4566 -1.6546 1.5552 -0.386
N 1.1326 -4.0516 -0.3950 -0.0335 -0.0542 0.6242 -0.362
N 1.8066 -0.3430 1.3712 -1.7086 0.4113 -0.7351 -0.532
O -2.0587 3.0706 -0.4872 1.8954 -1.1571 -0.2542 -0.366
O -3.9249 4.3783 -0.3847 -1.5498 1.2672 -0.0819 -0.300
H -0.4725 -3.0766 -1.3826 -1.9300 -1.2526 -1.1439 0.499
H 1.2065 3.4527 0.8422 0.9904 -0.0733 -1.2622 0.394
H -0.1575 3.1315 1.5495 -2.6842 0.8931 0.9004 0.387
H 1.2427 2.5671 2.2884 -0.2328 -1.1392 -0.6724 0.386
H -1.7935 -1.5834 -0.5820 0.8241 0.9774 -0.9635 0.378
H -1.7002 0.0585 -0.4982 -1.6497 3.2684 0.8926 0.402
H -1.4082 -0.7153 -2.1789 -0.0183 0.5568 1.5262 0.316
H 0.1876 1.6460 -0.4464 -0.4307 -0.0828 -0.1885 0.309
H 0.7078 -4.9249 -0.6284 0.8196 -0.7736 0.2803 0.239
H 2.0964 -3.8887 -0.1158 -0.3227 -0.7554 -0.3038 0.227
H 2.6424 -0.0428 1.8335 0.2746 0.2563 0.3427 0.262
H 1.4585 -1.6780 0.1440 1.0428 -0.2606 0.5963 0.140

***

[3]
14
Properties=species:S:1:pos:R:3:forces:R:3:mulliken_charge:R:1 method="wB97M-V/def2-TZVPD" energy_ev=-4306.08716
C -1.8742 -0.3915 0.3994 1.2035 0.6870 -0.2067 -0.620
C -1.2170 0.5324 -0.3550 -4.4450 1.0912 0.3704 -0.704
H -1.7026 -1.4526 0.3086 -0.4644 -0.2282 -0.6594 0.293
H -2.3578 -0.1127 1.3238 0.3281 0.1821 0.2866 0.225
H -1.2115 0.5655 -1.4398 1.2502 -0.8590 0.0326 0.328
H -1.2698 1.6022 -0.0213 -0.8461 -1.0630 -0.1141 0.339
C 1.3375 -0.8676 -0.3131 -1.1383 0.4206 -0.7807 -0.893
C 0.9609 0.5434 0.1735 1.8747 3.6596 1.0763 -0.668
H 0.5420 -1.5933 -0.1619 -0.1772 0.0213 0.0105 0.258
H 2.1976 -1.2355 0.2462 0.0618 0.3200 -0.0200 0.322
H 1.5707 -0.8585 -1.3777 0.1368 -0.1051 -0.0028 0.263
H 0.8412 0.5264 1.2584 -0.1766 -0.0872 0.0136 0.316
H 1.8722 1.1339 0.0337 0.8020 -0.2647 0.2212 0.346
H 0.3108 1.6080 -0.0747 1.5907 -3.7746 -0.2276 0.194

***

Calculated values (kJ/mol) of energy above the lowest of the compared OMol25 structures with the same formula, charge and spin for the records, taken in order: 496.00 109.84 412.45.
Calculated values (hartree/bohr) of largest force on an atom for the records, taken in order: 0.09538 0.15785 0.08930.